No. 1
DFT (wB97M-V/def2-TZVPD) results for a 3-piece molecular cluster, C3H13NO2 overall in a non-equilibrium geometry.

Results
Electronic energy: -327.29908 Ha
Energy relative to the best compared isomer or geometry (same formula, charge and spin): 112.3 kJ/mol
SMILES: CC(C)N.O.O

ORCA input file:
```
! wB97M-V def2-TZVPD RIJCOSX def2/J DEFGRID3
* xyz 0 1
C -2.16 0.79 -0.57
C -0.84 0.03 -0.78
C -0.54 -0.11 -2.29
N 0.29 0.69 -0.12
H -2.94 0.07 -0.31
H -2.15 1.38 0.34
H -2.20 1.40 -1.46
H -0.77 -0.98 -0.38
H 0.46 -0.48 -2.46
H -1.27 -0.72 -2.82
H -0.60 0.86 -2.81
H 0.38 1.67 -0.42
H 1.25 0.42 -0.33
O 0.52 -1.86 3.58
H 0.76 -2.16 2.72
H 0.98 -1.02 3.56
O 2.84 -0.01 1.95
H 3.65 -0.21 1.45
H 2.34 0.24 1.15
*
```

=====

No. 2
DFT (wB97M-V/def2-TZVPD) results for a 8-piece molecular cluster, C13H35BO13S overall in a non-equilibrium geometry.

Results
Electronic energy: -1917.39121 Ha
SMILES: CB(O)C1=C(S(C)(=O)=O)C(=O)OC1=O.CO.CO.CO.CO.CO.CO.CO

ORCA input file:
```
! wB97M-V def2-TZVPD RIJCOSX def2/J DEFGRID3
* xyz 0 1
C 5.13 0.38 0.40
B 4.17 0.99 -0.68
O 4.18 0.64 -1.98
C 3.09 2.07 -0.25
C 1.76 2.00 -0.20
S 0.71 0.65 -0.69
C 1.18 -0.80 0.21
O 0.99 0.42 -2.08
O -0.63 1.04 -0.35
C 1.23 3.29 0.35
O 0.22 3.55 0.92
O 2.28 4.21 0.22
C 3.43 3.45 0.23
O 4.47 3.87 0.62
H 5.19 1.02 1.29
H 4.75 -0.59 0.74
H 6.14 0.24 0.00
H 4.66 -0.18 -2.14
H 1.98 -0.60 0.92
H 1.46 -1.54 -0.54
H 0.29 -1.13 0.75
C -1.60 -1.75 -2.61
O -0.82 -2.86 -2.16
H -1.44 -0.94 -1.91
H -1.26 -1.43 -3.60
H -2.66 -2.00 -2.64
H -0.96 -3.57 -2.80
C -3.49 -5.02 -3.76
O -2.49 -5.41 -4.71
H -3.09 -5.20 -2.77
H -3.74 -3.96 -3.86
H -4.40 -5.61 -3.89
H -2.83 -5.25 -5.59
C 1.39 6.88 2.83
O 0.62 6.67 1.66
H 0.87 7.64 3.42
H 1.48 5.97 3.43
H 2.40 7.24 2.61
H 1.07 6.00 1.14
C -4.26 -8.89 -2.86
O -4.54 -8.42 -4.18
H -5.00 -9.65 -2.63
H -3.27 -9.34 -2.79
H -4.35 -8.09 -2.12
H -3.88 -7.76 -4.40
C 5.38 4.84 4.41
O 4.47 5.20 3.39
H 4.97 5.19 5.35
H 5.51 3.75 4.48
H 6.36 5.30 4.26
H 4.82 4.89 2.55
C -3.66 -1.79 1.02
O -3.96 -1.32 -0.29
H -4.39 -2.56 1.26
H -2.66 -2.23 1.06
H -3.74 -0.98 1.75
H -3.31 -0.63 -0.50
C -3.73 2.04 3.00
O -2.47 1.41 2.83
H -4.48 1.25 3.06
H -3.77 2.63 3.92
H -3.97 2.69 2.16
H -1.80 2.10 2.76
*
```

=====

No. 3
DFT (wB97M-V/def2-TZVPD) results for C26H40N4RuSi2Te as an isolated structure.

Results
Electronic energy: -2174.73769 Ha

ORCA input file:
```
! wB97M-V def2-TZVPD RIJCOSX def2/J DEFGRID3
* xyz 3 6
Ru -0.41 1.37 -0.01
C -0.21 3.35 2.36
N -0.01 1.89 2.17
C 1.40 1.48 2.41
C 2.28 1.89 1.25
C 3.58 2.33 1.45
C 4.37 2.64 0.35
C 3.83 2.51 -0.92
C 2.53 2.07 -1.05
N 1.77 1.76 0.01
C -0.96 1.08 2.97
C -2.34 1.10 2.34
C -3.49 1.15 3.10
C -4.72 1.11 2.47
C -4.77 1.02 1.09
C -3.58 0.98 0.39
N -2.39 1.01 0.99
C -0.70 4.14 1.16
C -0.92 5.50 1.33
C -1.37 6.25 0.25
C -1.57 5.62 -0.97
C -1.33 4.27 -1.06
N -0.90 3.54 -0.02
H -0.93 3.50 3.18
H 0.72 3.80 2.70
H 1.78 1.90 3.35
H 1.43 0.39 2.50
H 3.96 2.43 2.46
H 5.38 2.99 0.49
H 4.40 2.75 -1.81
H 2.06 1.98 -2.02
H -0.60 0.05 2.99
H -1.01 1.43 4.00
H -3.42 1.23 4.18
H -5.64 1.16 3.05
H -5.71 0.99 0.55
H -3.58 0.93 -0.70
H -0.75 5.96 2.29
H -1.55 7.31 0.36
H -1.92 6.17 -1.84
H -1.48 3.74 -2.00
C -1.16 -3.21 -3.67
Si -2.19 -3.51 -2.15
C -3.40 -2.11 -1.86
C -2.97 -5.19 -2.09
C -0.97 -3.46 -0.63
Te 0.09 -1.66 -0.47
C 1.77 -2.10 -1.62
Si 3.19 -3.03 -0.64
C 3.25 -2.23 1.06
C 4.72 -2.64 -1.63
C 2.77 -4.83 -0.57
H -1.77 -3.36 -4.57
H -0.33 -3.92 -3.75
H -0.77 -2.19 -3.74
H -4.06 -2.01 -2.73
H -2.89 -1.14 -1.74
H -4.03 -2.28 -0.99
H -3.66 -5.30 -2.93
H -3.54 -5.35 -1.17
H -2.23 -5.98 -2.17
H -0.22 -4.25 -0.72
H -1.52 -3.58 0.31
H 2.16 -1.14 -1.97
H 1.43 -2.69 -2.47
H 3.52 -1.17 1.00
H 4.03 -2.72 1.65
H 2.32 -2.34 1.63
H 4.94 -1.57 -1.62
H 4.60 -2.95 -2.67
H 5.58 -3.17 -1.23
H 1.91 -5.06 0.06
H 3.62 -5.38 -0.15
H 2.60 -5.24 -1.57
*
```

=====

No. 4
DFT (wB97M-V/def2-TZVPD) results for a 2-piece molecular cluster, C10H19O2S3 overall in a non-equilibrium geometry.

Results
Electronic energy: -1737.10301 Ha
Energy relative to the best compared isomer or geometry (same formula, charge and spin): 73.1 kJ/mol

ORCA input file:
```
! wB97M-V def2-TZVPD RIJCOSX def2/J DEFGRID3
* xyz 1 1
C 3.88 -2.65 -0.11
C 2.88 -1.80 0.62
O 1.54 -2.13 0.13
C 0.59 -1.52 0.86
C -0.78 -1.52 0.25
S -1.94 -1.90 1.47
C -2.76 -0.28 1.50
C -3.19 -2.93 0.66
O 0.83 -0.91 1.90
H 4.90 -2.29 0.09
H 3.77 -3.67 0.25
H 3.72 -2.65 -1.18
H 2.96 -1.97 1.70
H 3.05 -0.73 0.43
H -0.91 -2.19 -0.59
H -1.99 0.44 1.81
H -3.11 -0.03 0.49
H -3.59 -0.38 2.22
H -2.99 -3.97 0.91
H -4.18 -2.65 1.05
H -3.19 -2.82 -0.43
C 0.58 3.95 -1.41
C 0.27 3.63 0.04
S 0.61 1.90 0.48
C -0.36 0.99 -0.56
S -0.16 1.34 -2.20
C -0.31 3.15 -2.34
H 0.39 5.01 -1.59
H 1.64 3.79 -1.63
H 0.89 4.23 0.71
H -0.78 3.82 0.28
H -0.84 0.01 -0.27
H -1.37 3.36 -2.16
H -0.05 3.36 -3.38
*
```

=====

No. 5
DFT (wB97M-V/def2-TZVPD) results for C24H33N4O3PdSi as an isolated structure.

Results
Electronic energy: -1796.41245 Ha

ORCA input file:
```
! wB97M-V def2-TZVPD RIJCOSX def2/J DEFGRID3
* xyz -1 5
Pd -0.55 -0.23 -0.33
C -4.24 1.08 -2.23
C -3.14 0.96 -1.19
O -2.51 -0.17 -1.18
C -2.94 2.01 -0.32
C -2.07 2.09 0.81
C -2.20 3.26 1.73
N -1.18 1.13 1.12
N -0.55 1.30 2.28
C 0.42 0.47 2.63
O 0.85 -0.53 1.73
C 1.11 0.60 3.86
C 2.32 -0.09 4.13
C 2.95 0.02 5.35
C 2.42 0.82 6.36
C 1.25 1.53 6.11
C 0.60 1.43 4.89
H -4.11 1.99 -2.82
H -5.22 1.12 -1.76
H -4.20 0.22 -2.89
H -3.56 2.88 -0.48
H -2.79 4.05 1.26
H -1.22 3.64 2.01
H -2.69 2.97 2.67
H 2.76 -0.71 3.35
H 3.87 -0.52 5.52
H 2.92 0.89 7.32
H 0.82 2.16 6.88
H -0.31 1.97 4.71
C -0.81 -4.23 -1.01
C -0.18 -3.35 -2.04
C 0.18 -3.82 -3.29
C 0.72 -2.92 -4.21
C 0.92 -1.61 -3.87
C 0.57 -1.19 -2.56
N 0.02 -2.07 -1.69
N 0.75 0.03 -2.04
Si 0.77 1.54 -2.88
C 0.71 2.90 -1.60
C 2.35 1.74 -3.89
C -0.70 1.68 -4.03
H -0.80 -5.28 -1.33
H -1.85 -3.93 -0.85
H -0.28 -4.14 -0.06
H 0.03 -4.86 -3.54
H 0.99 -3.27 -5.21
H 1.33 -0.89 -4.57
H 1.62 2.90 -1.00
H -0.14 2.75 -0.92
H 0.60 3.88 -2.07
H 3.18 1.22 -3.41
H 2.63 2.80 -3.98
H 2.24 1.34 -4.90
H -1.60 1.38 -3.50
H -0.59 1.03 -4.90
H -0.84 2.71 -4.39
C 2.49 -2.23 0.63
O 1.48 -2.72 1.52
C 0.73 -1.82 2.21
C -0.63 -2.29 2.59
H 2.84 -3.09 0.08
H 3.32 -1.79 1.20
H 2.10 -1.49 -0.06
H -0.58 -3.30 2.99
H -1.31 -2.29 1.72
H -1.05 -1.63 3.35
*
```

=====

No. 6
DFT (wB97M-V/def2-TZVPD) results for a 6-piece molecular cluster, C26H26F40O10P3 overall in a non-equilibrium geometry.

Results
Electronic energy: -6777.58380 Ha

ORCA input file:
```
! wB97M-V def2-TZVPD RIJCOSX def2/J DEFGRID3
* xyz -1 1
O 1.33 -5.26 -3.16
C 0.19 -4.81 -2.93
O -0.79 -5.33 -2.36
P -0.18 -3.04 -3.50
P -0.72 -0.86 -4.33
P -0.26 0.49 -2.71
O -0.50 -0.13 -1.40
O 1.19 1.12 -2.90
O -1.20 1.78 -2.90
H -1.18 -3.48 -4.39
H -0.64 -2.62 -2.24
H 1.18 -2.80 -3.86
H 0.27 -0.47 -5.26
H 1.67 0.55 -3.51
H -2.07 1.44 -3.10
C 0.03 0.79 1.76
C -1.26 0.83 2.59
C -1.52 2.07 3.43
F -0.57 2.25 4.37
F -2.71 1.92 4.08
F -1.34 -0.27 3.38
F -2.29 0.77 1.71
O 1.12 0.05 2.28
C 2.06 0.53 3.12
C 2.05 -0.21 4.46
F 0.86 -0.07 5.08
F 3.01 0.34 5.25
F 1.97 1.86 3.30
F 3.27 0.29 2.56
H -0.20 0.23 0.85
H 0.32 1.79 1.42
H -1.58 2.97 2.80
H 2.26 -1.27 4.31
C 5.82 2.66 5.33
C 6.58 3.00 4.04
C 7.23 1.84 3.26
F 8.18 1.24 4.00
F 7.82 2.35 2.16
F 7.50 3.96 4.28
F 5.65 3.52 3.18
O 6.49 2.88 6.56
C 7.30 1.94 7.14
C 8.74 2.44 7.27
F 9.26 2.73 6.06
F 9.49 1.47 7.84
F 7.24 0.76 6.51
F 6.85 1.75 8.40
H 5.00 3.36 5.36
H 5.37 1.67 5.28
H 6.48 1.11 2.96
H 8.77 3.34 7.89
C 3.01 -5.02 -0.71
C 3.26 -5.98 0.45
C 2.11 -6.90 0.88
F 1.06 -6.19 1.34
F 2.55 -7.69 1.89
F 3.73 -5.31 1.53
F 4.25 -6.83 0.04
O 2.71 -3.67 -0.40
C 1.41 -3.30 -0.20
C 1.16 -2.71 1.19
F 1.47 -3.61 2.17
F -0.14 -2.41 1.31
F 0.57 -4.30 -0.44
F 1.14 -2.31 -1.07
H 3.97 -4.96 -1.22
H 2.30 -5.43 -1.43
H 1.79 -7.53 0.05
H 1.76 -1.82 1.34
C -3.23 -2.53 -9.54
C -2.52 -1.90 -8.34
C -3.03 -0.54 -7.84
F -2.89 0.41 -8.78
F -2.31 -0.19 -6.76
F -1.20 -1.83 -8.56
F -2.72 -2.76 -7.30
O -2.61 -2.39 -10.81
C -2.83 -1.33 -11.63
C -1.55 -0.54 -11.89
F -1.04 -0.06 -10.74
F -1.84 0.51 -12.70
F -3.82 -0.54 -11.18
F -3.23 -1.82 -12.83
H -3.18 -3.60 -9.35
H -4.28 -2.27 -9.58
H -4.09 -0.60 -7.55
H -0.81 -1.18 -12.38
C -6.62 2.82 3.44
C -5.59 3.73 2.74
C -4.76 4.66 3.62
F -5.53 5.56 4.27
F -3.90 5.34 2.83
F -6.20 4.43 1.76
F -4.69 2.89 2.16
O -7.97 3.23 3.43
C -8.50 4.05 4.38
C -9.01 5.36 3.78
F -8.00 6.03 3.19
F -9.51 6.13 4.77
F -7.66 4.27 5.40
F -9.59 3.42 4.89
H -6.62 1.91 2.85
H -6.29 2.54 4.44
H -4.18 4.08 4.35
H -9.79 5.16 3.04
*
```

=====

No. 7
DFT (wB97M-V/def2-TZVPD) results for C30H68F5IN3O14S as an isolated structure in a non-equilibrium geometry.

Results
Electronic energy: -3596.20268 Ha

ORCA input file:
```
! wB97M-V def2-TZVPD RIJCOSX def2/J DEFGRID3
* xyz 1 1
N -1.19 -0.67 2.27
C -0.62 -0.85 1.08
N 0.56 -0.23 0.82
C 1.28 -0.55 -0.43
C 1.06 -2.00 -0.86
C -0.43 -2.40 -0.81
I -1.24 -2.26 -2.80
S -0.62 -4.17 -0.37
O -2.00 -4.52 -0.51
O 0.44 -4.89 -1.01
C -0.28 -4.17 1.46
F -1.41 -3.83 2.11
F 0.66 -3.22 1.74
C 0.22 -5.56 1.96
F -0.13 -5.70 3.22
F -0.31 -6.54 1.25
F 1.53 -5.62 1.86
N -1.22 -1.56 0.10
H -0.80 0.00 2.92
H -2.02 -1.15 2.57
H 1.16 -0.23 1.63
H 0.97 0.14 -1.22
H 2.34 -0.38 -0.24
H 1.42 -2.14 -1.88
H 1.67 -2.67 -0.25
H -2.10 -2.00 0.38
C -5.51 3.16 5.40
O -4.28 3.84 5.57
C -3.24 3.03 6.08
C -2.29 2.58 5.00
O -2.93 1.72 4.05
C -3.32 2.39 2.86
H -6.16 3.81 4.81
H -5.38 2.21 4.88
H -5.99 2.98 6.37
H -3.65 2.16 6.61
H -2.68 3.63 6.80
H -1.47 2.01 5.46
H -1.87 3.44 4.49
H -2.44 2.58 2.23
H -3.83 3.33 3.07
H -4.00 1.72 2.32
C -0.41 -6.69 -3.90
O 0.22 -5.91 -4.90
C 0.88 -6.70 -5.89
C 0.06 -6.84 -7.15
O -1.13 -7.57 -6.93
C -2.28 -6.76 -6.80
H -1.08 -6.03 -3.34
H -1.00 -7.51 -4.33
H 0.33 -7.10 -3.21
H 1.13 -7.68 -5.49
H 1.82 -6.19 -6.13
H 0.65 -7.39 -7.89
H -0.16 -5.85 -7.57
H -2.59 -6.36 -7.77
H -2.12 -5.93 -6.11
H -3.08 -7.39 -6.42
C -6.64 0.55 1.73
O -5.66 0.06 0.83
C -5.63 -1.36 0.77
C -6.36 -1.89 -0.45
O -7.74 -1.62 -0.39
C -8.15 -0.51 -1.18
H -6.74 1.62 1.55
H -7.60 0.07 1.58
H -6.31 0.40 2.76
H -6.05 -1.80 1.68
H -4.58 -1.66 0.70
H -6.24 -2.97 -0.49
H -5.92 -1.47 -1.36
H -8.15 -0.76 -2.24
H -7.51 0.36 -1.01
H -9.17 -0.26 -0.88
C 3.55 3.92 8.18
O 3.77 2.54 7.95
C 2.77 1.70 8.50
C 1.79 1.23 7.46
O 1.03 2.29 6.90
C 1.53 2.75 5.66
H 4.24 4.47 7.54
H 2.52 4.22 7.94
H 3.76 4.18 9.22
H 2.23 2.22 9.31
H 3.27 0.83 8.94
H 1.08 0.53 7.92
H 2.33 0.69 6.67
H 1.28 2.03 4.86
H 2.61 2.90 5.68
H 1.04 3.70 5.44
C 5.34 1.14 0.41
O 4.45 1.24 -0.69
C 4.73 2.35 -1.54
C 5.49 1.93 -2.78
O 6.78 1.45 -2.47
C 6.90 0.04 -2.48
H 5.20 0.16 0.86
H 6.38 1.24 0.09
H 5.12 1.91 1.16
H 5.28 3.11 -1.00
H 3.76 2.77 -1.85
H 5.61 2.81 -3.42
H 4.92 1.18 -3.34
H 6.90 -0.34 -3.50
H 6.09 -0.43 -1.91
H 7.85 -0.21 -2.02
C 3.92 3.38 -6.25
O 2.77 3.67 -5.47
C 2.97 4.70 -4.52
C 2.44 6.04 -5.00
O 3.15 6.51 -6.13
C 2.48 6.31 -7.36
H 3.61 2.76 -7.08
H 4.39 4.28 -6.63
H 4.65 2.82 -5.65
H 4.04 4.79 -4.28
H 2.44 4.42 -3.61
H 2.57 6.77 -4.20
H 1.37 5.96 -5.22
H 1.64 7.00 -7.46
H 2.11 5.28 -7.45
H 3.20 6.50 -8.15
*
```

=====

No. 8
DFT (wB97M-V/def2-TZVPD) results for a 2-piece molecular cluster, C3H11N3 overall in a non-equilibrium geometry.

Results
Electronic energy: -285.09928 Ha
Energy relative to the best compared isomer or geometry (same formula, charge and spin): 206.2 kJ/mol
SMILES: [H]/N=C/N.CCN

ORCA input file:
```
! wB97M-V def2-TZVPD RIJCOSX def2/J DEFGRID3
* xyz 0 1
H -0.07 -2.15 0.08
N -0.68 -2.29 -0.72
C -1.80 -1.71 -0.70
N -2.14 -0.80 -1.64
H -2.66 -1.82 -0.01
H -2.98 -0.26 -1.66
H -1.26 -0.44 -2.00
C 1.75 0.21 1.19
C 1.20 1.58 0.74
N 0.09 1.49 -0.25
H 2.34 0.37 2.10
H 2.40 -0.14 0.39
H 0.91 -0.36 1.58
H 2.07 2.18 0.48
H 0.71 2.09 1.57
H 0.61 1.38 -1.11
H -0.49 0.69 -0.04
*
```

=====

Copy entry 6 word for word.
DFT (wB97M-V/def2-TZVPD) results for a 6-piece molecular cluster, C26H26F40O10P3 overall in a non-equilibrium geometry.

Results
Electronic energy: -6777.58380 Ha

ORCA input file:
```
! wB97M-V def2-TZVPD RIJCOSX def2/J DEFGRID3
* xyz -1 1
O 1.33 -5.26 -3.16
C 0.19 -4.81 -2.93
O -0.79 -5.33 -2.36
P -0.18 -3.04 -3.50
P -0.72 -0.86 -4.33
P -0.26 0.49 -2.71
O -0.50 -0.13 -1.40
O 1.19 1.12 -2.90
O -1.20 1.78 -2.90
H -1.18 -3.48 -4.39
H -0.64 -2.62 -2.24
H 1.18 -2.80 -3.86
H 0.27 -0.47 -5.26
H 1.67 0.55 -3.51
H -2.07 1.44 -3.10
C 0.03 0.79 1.76
C -1.26 0.83 2.59
C -1.52 2.07 3.43
F -0.57 2.25 4.37
F -2.71 1.92 4.08
F -1.34 -0.27 3.38
F -2.29 0.77 1.71
O 1.12 0.05 2.28
C 2.06 0.53 3.12
C 2.05 -0.21 4.46
F 0.86 -0.07 5.08
F 3.01 0.34 5.25
F 1.97 1.86 3.30
F 3.27 0.29 2.56
H -0.20 0.23 0.85
H 0.32 1.79 1.42
H -1.58 2.97 2.80
H 2.26 -1.27 4.31
C 5.82 2.66 5.33
C 6.58 3.00 4.04
C 7.23 1.84 3.26
F 8.18 1.24 4.00
F 7.82 2.35 2.16
F 7.50 3.96 4.28
F 5.65 3.52 3.18
O 6.49 2.88 6.56
C 7.30 1.94 7.14
C 8.74 2.44 7.27
F 9.26 2.73 6.06
F 9.49 1.47 7.84
F 7.24 0.76 6.51
F 6.85 1.75 8.40
H 5.00 3.36 5.36
H 5.37 1.67 5.28
H 6.48 1.11 2.96
H 8.77 3.34 7.89
C 3.01 -5.02 -0.71
C 3.26 -5.98 0.45
C 2.11 -6.90 0.88
F 1.06 -6.19 1.34
F 2.55 -7.69 1.89
F 3.73 -5.31 1.53
F 4.25 -6.83 0.04
O 2.71 -3.67 -0.40
C 1.41 -3.30 -0.20
C 1.16 -2.71 1.19
F 1.47 -3.61 2.17
F -0.14 -2.41 1.31
F 0.57 -4.30 -0.44
F 1.14 -2.31 -1.07
H 3.97 -4.96 -1.22
H 2.30 -5.43 -1.43
H 1.79 -7.53 0.05
H 1.76 -1.82 1.34
C -3.23 -2.53 -9.54
C -2.52 -1.90 -8.34
C -3.03 -0.54 -7.84
F -2.89 0.41 -8.78
F -2.31 -0.19 -6.76
F -1.20 -1.83 -8.56
F -2.72 -2.76 -7.30
O -2.61 -2.39 -10.81
C -2.83 -1.33 -11.63
C -1.55 -0.54 -11.89
F -1.04 -0.06 -10.74
F -1.84 0.51 -12.70
F -3.82 -0.54 -11.18
F -3.23 -1.82 -12.83
H -3.18 -3.60 -9.35
H -4.28 -2.27 -9.58
H -4.09 -0.60 -7.55
H -0.81 -1.18 -12.38
C -6.62 2.82 3.44
C -5.59 3.73 2.74
C -4.76 4.66 3.62
F -5.53 5.56 4.27
F -3.90 5.34 2.83
F -6.20 4.43 1.76
F -4.69 2.89 2.16
O -7.97 3.23 3.43
C -8.50 4.05 4.38
C -9.01 5.36 3.78
F -8.00 6.03 3.19
F -9.51 6.13 4.77
F -7.66 4.27 5.40
F -9.59 3.42 4.89
H -6.62 1.91 2.85
H -6.29 2.54 4.44
H -4.18 4.08 4.35
H -9.79 5.16 3.04
*
```

=====

What did the fourth record say?
DFT (wB97M-V/def2-TZVPD) results for a 2-piece molecular cluster, C10H19O2S3 overall in a non-equilibrium geometry.

Results
Electronic energy: -1737.10301 Ha
Energy relative to the best compared isomer or geometry (same formula, charge and spin): 73.1 kJ/mol

ORCA input file:
```
! wB97M-V def2-TZVPD RIJCOSX def2/J DEFGRID3
* xyz 1 1
C 3.88 -2.65 -0.11
C 2.88 -1.80 0.62
O 1.54 -2.13 0.13
C 0.59 -1.52 0.86
C -0.78 -1.52 0.25
S -1.94 -1.90 1.47
C -2.76 -0.28 1.50
C -3.19 -2.93 0.66
O 0.83 -0.91 1.90
H 4.90 -2.29 0.09
H 3.77 -3.67 0.25
H 3.72 -2.65 -1.18
H 2.96 -1.97 1.70
H 3.05 -0.73 0.43
H -0.91 -2.19 -0.59
H -1.99 0.44 1.81
H -3.11 -0.03 0.49
H -3.59 -0.38 2.22
H -2.99 -3.97 0.91
H -4.18 -2.65 1.05
H -3.19 -2.82 -0.43
C 0.58 3.95 -1.41
C 0.27 3.63 0.04
S 0.61 1.90 0.48
C -0.36 0.99 -0.56
S -0.16 1.34 -2.20
C -0.31 3.15 -2.34
H 0.39 5.01 -1.59
H 1.64 3.79 -1.63
H 0.89 4.23 0.71
H -0.78 3.82 0.28
H -0.84 0.01 -0.27
H -1.37 3.36 -2.16
H -0.05 3.36 -3.38
*
```

=====

Q: What is the formula in the third record?
A: C26H40N4RuSi2Te